# 1
The following is a quantum chemistry calculation of the molecule C15H21N3O4S at a distorted geometry, from OMol25.

XYZ file:
```
44
Properties=species:S:1:pos:R:3:forces:R:3:mulliken_charge:R:1
O -1.209273 -0.973136 -1.438714 -0.1 -1.2 0.3 -0.6535
O 1.952101 3.028498 -1.181790 0.6 0.4 -0.1 -0.7175
O 2.664470 -1.506328 0.883230 0.4 -0.2 0.6 -0.6864
O -1.852513 3.307748 2.448168 -0.9 -0.4 -0.3 -0.5380
S 3.941351 1.601422 -2.998739 0.5 -0.6 -0.1 -0.2392
C -1.204335 -2.207225 -1.302633 0.2 1.1 0.0 0.6093
C 1.387921 1.965995 -0.996621 0.5 -0.1 -0.3 0.3048
C 1.592576 -1.434550 0.322117 -0.1 -0.3 -0.3 0.0837
C -0.195688 1.581244 2.747118 -0.1 -0.4 0.2 -0.6018
C -2.356499 1.050920 1.816363 0.7 -0.5 0.0 -0.6185
C 0.197490 0.255105 2.590733 -0.6 -0.5 -0.3 -0.4372
C -1.961495 -0.307423 1.667300 -0.2 1.5 0.4 -0.0674
C -1.481351 2.004356 2.348910 0.7 -1.2 -0.2 0.5600
C -0.695173 -0.704135 2.045060 0.2 0.4 0.5 0.4478
N 0.071927 1.936098 -0.809011 -1.2 -0.1 0.5 0.3469
N 1.309009 -0.493907 -0.593536 0.1 0.5 -0.2 0.1050
N -0.416166 -2.906279 -0.434981 0.0 0.6 -0.2 -0.1447
C -2.083620 -3.073680 -2.174488 0.0 0.7 -0.1 -1.4693
C -0.782957 3.138427 -0.941158 0.6 -0.7 0.2 -1.0511
C 2.856471 0.248514 -2.381128 -0.9 2.2 0.7 -0.9698
C -0.297835 -2.149083 1.947649 0.3 0.2 0.2 -1.8328
C 2.183201 0.629318 -1.010134 0.4 -1.1 1.2 0.2101
C 0.492590 -2.510096 0.667488 0.1 0.2 0.0 0.2750
H -1.120322 3.835404 2.742768 0.6 0.3 0.2 0.2865
H 3.069677 2.624866 -2.937699 0.0 -0.4 0.1 0.1416
H 0.463288 2.268666 3.275924 0.0 0.0 -0.3 0.3446
H -3.330967 1.355072 1.499763 -0.5 0.2 -0.1 0.4205
H 1.187367 -0.122663 2.877902 -0.3 0.5 0.0 0.4030
H -2.664646 -1.042264 1.282137 0.0 0.2 0.0 0.3370
H -0.380300 1.080278 -0.534467 -0.1 0.0 0.0 -0.1920
H 0.380817 -0.516392 -0.971571 -0.5 -0.1 -0.4 0.3431
H -0.554209 -3.890086 -0.502526 0.0 -0.5 0.0 0.3107
H -2.723996 -2.439862 -2.805692 0.1 -0.3 0.5 0.3519
H -2.643827 -3.765563 -1.561246 -0.4 -0.2 0.0 0.4038
H -1.454696 -3.636140 -2.839740 0.3 -0.4 -0.3 0.3643
H -1.064850 3.174598 -1.992012 -0.1 0.5 0.0 0.3175
H -0.246446 4.048944 -0.621304 -0.2 -0.6 -0.3 0.3118
H -1.675727 2.999727 -0.322831 0.2 0.0 -0.1 0.3380
H 3.414825 -0.659421 -2.260950 0.4 -0.3 0.1 0.4641
H 2.094728 0.122115 -3.139018 -0.3 -0.3 0.0 0.3540
H -1.177074 -2.789704 2.017319 -0.1 0.0 -0.2 0.5106
H 0.290362 -2.418880 2.831489 0.2 0.1 -0.2 0.4926
H 2.965333 0.708688 -0.200519 -0.6 0.1 -1.0 0.3964
H 1.058482 -3.419191 0.941084 -0.1 0.4 -0.5 0.3842
```
Forces are in eV/Å.

As for the energy above the lowest of the compared OMol25 structures with the same formula, charge and spin: 0.540 eV. The calculation puts the max |F| at 2.504 eV/Å. The SMILES is CNC(=O)[C@H](CS)NC(=O)[C@@H](Cc1ccc(O)cc1)NC(C)=O.



# 2
The following is a quantum chemistry calculation of a cluster of 2 separate species, C5H14NO in total at a distorted geometry, from OMol25.

XYZ file:
```
21
Properties=species:S:1:pos:R:3:forces:R:3:mulliken_charge:R:1
C -1.044711 1.176310 0.104651 -3.1 0.3 -2.3 -0.6178
O -1.772008 0.076001 -0.673770 0.9 0.6 1.9 -0.4202
C -0.413717 0.596513 1.244918 0.4 -3.5 0.0 0.0580
C 0.448067 -0.572995 1.022102 -1.5 -0.1 1.3 -0.2007
C 1.853378 -0.287966 1.552914 2.4 0.5 -0.7 -0.6887
C 2.658457 0.948954 0.873258 -2.0 -0.3 3.0 -0.9754
N -2.134227 -1.433052 -3.482214 -1.4 0.0 -2.6 -0.6554
H -0.363835 1.505728 -0.669786 0.6 0.2 0.1 0.2865
H -1.789827 1.977670 0.272626 0.6 -0.4 0.3 0.3756
H -2.365594 -0.450383 -0.086656 0.4 0.7 -0.3 0.3427
H -0.730105 0.751902 2.255903 0.1 0.9 0.7 0.3957
H 0.413621 -0.786491 -0.009066 0.3 -0.6 -1.2 0.3924
H 0.106201 -1.500877 1.654501 0.2 1.7 -1.0 0.3411
H 2.430333 -1.214193 1.377618 -0.4 0.3 0.2 0.3589
H 1.749957 -0.154992 2.626722 0.4 0.2 0.1 0.3911
H 3.680156 0.959445 1.304017 -0.7 0.1 -0.4 0.3365
H 2.053467 1.840099 1.246757 1.2 -0.6 -0.6 0.2838
H 2.671496 0.958007 -0.189852 0.0 -0.3 -0.8 0.3260
H -2.754548 -0.624567 -3.702516 0.8 -0.7 0.4 0.2325
H -2.224847 -1.592453 -2.473813 -0.3 -0.9 -1.0 0.1860
H -2.471714 -2.172658 -4.248315 1.0 1.6 3.2 0.2515
```
Forces are in eV/Å.

As for the energy above the lowest of the compared OMol25 structures with the same formula, charge and spin: 5.130 eV. Its charge is +1. The calculation puts the max |F| at 3.867 eV/Å.



# 3
The following is a quantum chemistry calculation of a structure of composition C4H9NS at a distorted geometry, from OMol25.

XYZ file:
```
15
Properties=species:S:1:pos:R:3:forces:R:3:mulliken_charge:R:1
C 0.028191 1.902685 0.207406 1.0 0.7 3.8 -0.9487
C 0.046064 0.394161 -0.003091 -0.7 -1.4 -0.7 0.8812
C -1.128297 0.070029 -1.022494 1.7 -6.7 0.5 -0.6353
C -0.646954 -0.555551 1.019939 -3.6 1.6 -2.0 -1.0415
H 1.042335 2.039787 1.054905 -2.8 0.5 -3.1 0.2369
H 0.018144 2.489969 -0.924405 0.1 -1.3 4.0 0.2678
H -0.950858 2.105557 1.150712 2.6 -0.2 -3.7 0.2400
H 2.014176 -0.634663 1.239173 -0.7 0.3 -3.0 0.1525
H -1.528370 0.674157 -1.778949 -1.0 1.8 -0.1 0.4314
H -1.021098 -0.934191 -1.599354 1.4 2.1 -0.2 0.2288
H -2.077565 -1.847347 -0.132702 0.8 4.8 0.4 0.2687
H -0.341693 -1.527153 1.184317 1.7 -1.7 0.0 0.4784
H -1.006138 -0.220505 1.959308 0.1 1.1 1.0 0.2801
N -1.892828 -0.662815 0.079093 -0.7 -2.5 1.0 -0.5679
S 1.706677 -0.523366 -0.244826 0.1 0.9 2.1 -0.2724
```
Forces are in eV/Å.

As for the energy above the lowest of the compared OMol25 structures with the same formula, charge and spin: 6.126 eV. The calculation puts the max |F| at 6.975 eV/Å.